A cluster of 2 separate species, C4H7NO in total at a distorted geometry, computed with wB97M-V/def2-TZVPD.

Calculated values
DFT total energy = -7794.7196 eV
HOMO level = -9.02 eV
ΔE to the lowest compared entry with this formula, charge and spin = 4.9248 eV
Net charge = 0

CARTESIAN COORDINATES (ANGSTROEM)
C: -0.953 -1.095 -0.486
C: -0.583 0.359 -0.483
N: -0.630 1.003 1.109
O: -0.839 1.163 -1.330
H: -0.880 1.987 1.035
H: -1.251 0.483 1.724
H: -0.671 -1.518 -1.447
H: -0.454 -1.646 0.308
H: -2.040 -1.171 -0.371
C: 1.524 0.144 -0.144
C: 2.665 -0.174 -0.432
H: 3.686 -0.391 -0.648
H: 0.426 0.858 1.165

Just the Löwdin charges please, in e? Sure, here they are: number 1, C, carries -0.044; number 2, C, carries -0.549; number 3, N, carries 0.155; number 4, O, carries 0.058; number 5, H, carries 0.124; number 6, H, carries 0.120; number 7, H, carries 0.096; number 8, H, carries 0.078; number 9, H, carries 0.090; number 10, C, carries -0.141; number 11, C, carries -0.042; number 12, H, carries -0.015; number 13, H, carries 0.069

---

A cluster of 11 separate species, C4H33N2O10 in total at a distorted geometry, computed with wB97M-V/def2-TZVPD.

Calculated values
DFT total energy = -28133.3383 eV
HOMO level = -12.08 eV
ΔE to the lowest compared entry with this formula, charge and spin = 1.8344 eV
Net charge = +1

CARTESIAN COORDINATES (ANGSTROEM)
C: 0.200 -0.964 -1.094
N: -0.227 -2.154 -1.802
C: -1.586 -2.606 -1.490
C: 0.743 -1.183 0.282
N: 1.619 -2.408 0.309
C: 3.012 -2.331 -0.248
H: 0.996 -0.486 -1.672
H: -0.537 -0.151 -1.165
H: -0.046 -2.084 -2.788
H: -1.622 -3.674 -1.734
H: -1.739 -2.537 -0.416
H: -2.362 -2.170 -2.118
H: 1.327 -0.335 0.612
H: 0.050 -1.419 1.090
H: 1.128 -3.186 -0.115
H: 1.687 -2.643 1.300
H: 3.104 -1.454 -0.904
H: 3.762 -2.235 0.524
H: 3.085 -3.061 -1.052
H: 0.321 1.231 2.567
H: -1.010 0.517 2.636
O: -0.093 0.440 2.929
H: 0.227 2.690 -0.643
H: 1.289 3.566 -1.242
O: 1.195 2.753 -0.729
H: 3.446 1.797 2.081
H: 2.210 2.145 1.094
O: 2.766 1.461 1.490
H: -2.946 -1.343 3.567
H: -3.603 -2.168 2.422
O: -3.410 -1.279 2.728
H: -3.772 1.392 0.717
H: -3.100 1.939 -0.560
O: -3.821 2.111 0.078
H: 2.171 -0.324 2.598
H: 1.349 -1.221 3.536
O: 2.082 -1.232 2.914
H: -2.918 2.493 -2.543
H: -2.029 1.369 -2.642
O: -2.133 2.158 -2.079
H: 3.370 0.498 -0.273
H: 2.280 1.428 -1.019
O: 2.864 0.653 -1.070
H: -2.118 3.171 0.922
H: -1.104 3.146 2.055
O: -1.268 2.779 1.179
H: -0.985 0.463 -4.714
H: -1.650 -0.857 -4.362
O: -1.129 -0.142 -3.978

Just the Löwdin charges please, in e? Sure, here they are: number 1, C, carries -0.231; number 2, N, carries -0.118; number 3, C, carries -0.098; number 4, C, carries -0.136; number 5, N, carries 0.014; number 6, C, carries 0.021; number 7, H, carries 0.107; number 8, H, carries 0.119; number 9, H, carries 0.093; number 10, H, carries 0.080; number 11, H, carries 0.076; number 12, H, carries 0.073; number 13, H, carries 0.083; number 14, H, carries 0.117; number 15, H, carries 0.152; number 16, H, carries 0.139; number 17, H, carries 0.074; number 18, H, carries 0.107; number 19, H, carries 0.105; number 20, H, carries 0.023; number 21, H, carries 0.039; number 22, O, carries -0.046; number 23, H, carries 0.042; number 24, H, carries 0.087; number 25, O, carries -0.042; number 26, H, carries 0.081; number 27, H, carries 0.039; number 28, O, carries -0.041; number 29, H, carries 0.035; number 30, H, carries 0.035; number 31, O, carries -0.054; number 32, H, carries 0.037; number 33, H, carries -0.016; number 34, O, carries -0.072; number 35, H, carries 0.001; number 36, H, carries 0.046; number 37, O, carries -0.052; number 38, H, carries 0.077; number 39, H, carries 0.025; number 40, O, carries -0.056; number 41, H, carries 0.018; number 42, H, carries -0.009; number 43, O, carries -0.089; number 44, H, carries 0.039; number 45, H, carries 0.054; number 46, O, carries -0.059; number 47, H, carries 0.065; number 48, H, carries 0.058; number 49, O, carries -0.041

---

A cluster of 7 separate species, C25H56F6N2O11S2 in total at a distorted geometry, computed with wB97M-V/def2-TZVPD.

Calculated values
Structure (SMILES) = NC[C@@H]1NC(=O)[C@H](S(=O)(=O)F)[C@@H]1S(=O)(=O)C(F)(F)C(F)(F)F.CC(C)O.CC(C)O.CC(C)O.CC(C)O.CC(C)O.CC(C)O
DFT total energy = -90304.9709 eV
HOMO level = -9.69 eV
Net charge = 0

CARTESIAN COORDINATES (ANGSTROEM)
N: -2.557 -2.002 -1.797
C: -1.439 -1.067 -2.164
C: -1.269 0.179 -1.178
N: -0.797 1.500 -1.757
C: -0.039 2.328 -0.790
O: 0.716 3.286 -0.976
C: -0.443 1.568 0.600
S: 0.306 2.150 2.183
O: -0.075 3.612 2.312
O: 1.819 2.126 2.169
F: -0.302 1.380 3.547
C: -0.569 0.013 0.256
S: 0.867 -1.133 0.479
O: 0.253 -2.519 0.694
O: 1.532 -0.833 1.816
C: 2.193 -1.038 -0.798
F: 3.440 -0.909 -0.113
F: 2.093 0.180 -1.557
C: 2.368 -2.221 -1.845
F: 1.418 -3.232 -1.869
F: 3.644 -2.800 -1.674
F: 2.381 -1.658 -3.159
H: -2.539 -2.045 -0.766
H: -3.414 -1.503 -2.107
H: -1.749 -0.621 -3.185
H: -0.446 -1.595 -2.352
H: -2.353 0.437 -0.875
H: -0.254 1.299 -2.622
H: -1.554 1.869 0.734
H: -1.341 -0.453 0.978
C: 5.534 3.541 1.483
C: 5.969 3.981 2.872
C: 6.502 2.809 3.682
O: 4.860 4.562 3.553
H: 4.729 2.801 1.542
H: 5.142 4.389 0.916
H: 6.369 3.105 0.927
H: 6.740 4.752 2.789
H: 5.731 2.044 3.816
H: 6.800 3.138 4.681
H: 7.366 2.351 3.192
H: 4.171 3.888 3.631
C: 4.199 1.838 -6.087
C: 3.050 0.957 -5.625
C: 3.129 -0.428 -6.248
O: 1.810 1.568 -5.983
H: 4.175 1.975 -7.173
H: 4.123 2.833 -5.640
H: 5.164 1.404 -5.812
H: 3.067 0.871 -4.535
H: 3.067 -0.371 -7.340
H: 2.290 -1.046 -5.916
H: 4.061 -0.930 -5.978
H: 1.785 1.648 -6.945
C: -1.103 -2.057 6.256
C: -1.715 -2.580 4.967
C: -0.752 -3.494 4.226
O: -2.064 -1.479 4.127
H: -0.202 -1.471 6.051
H: -1.802 -1.393 6.772
H: -0.840 -2.877 6.929
H: -2.638 -3.123 5.192
H: 0.162 -2.958 3.950
H: -1.201 -3.853 3.296
H: -0.477 -4.356 4.839
H: -1.253 -0.993 3.924
C: -5.853 -0.896 -5.517
C: -4.512 -0.340 -5.064
C: -3.614 -0.023 -6.250
O: -3.864 -1.293 -4.219
H: -5.720 -1.829 -6.075
H: -6.483 -1.130 -4.655
H: -6.381 -0.182 -6.153
H: -4.671 0.565 -4.471
H: -3.404 -0.925 -6.833
H: -2.650 0.365 -5.909
H: -4.076 0.718 -6.907
H: -3.718 -2.098 -4.734
C: -0.887 -6.897 3.406
C: -1.499 -7.419 2.116
C: -0.535 -8.332 1.375
O: -1.849 -6.319 1.279
H: 0.014 -6.310 3.202
H: -1.586 -6.234 3.922
H: -0.623 -7.718 4.079
H: -2.421 -7.962 2.341
H: 0.378 -7.794 1.100
H: -0.984 -8.690 0.445
H: -0.260 -9.196 1.986
H: -1.040 -5.830 1.074
C: -3.175 5.957 4.039
C: -2.359 6.963 3.243
C: -2.820 7.027 1.795
O: -0.983 6.598 3.286
H: -3.065 4.949 3.625
H: -2.826 5.913 5.074
H: -4.236 6.220 4.039
H: -2.447 7.952 3.701
H: -2.698 6.057 1.303
H: -2.218 7.745 1.232
H: -3.871 7.322 1.727
H: -0.896 5.723 2.883

Löwdin population analysis, charges in e, atoms 1 to 99: number 1, N, carries 0.015; number 2, C, carries -0.206; number 3, C, carries -0.270; number 4, N, carries 0.086; number 5, C, carries -0.329; number 6, O, carries 0.120; number 7, C, carries -0.206; number 8, S, carries 0.847; number 9, O, carries -0.309; number 10, O, carries -0.297; number 11, F, carries -0.199; number 12, C, carries -0.246; number 13, S, carries 0.864; number 14, O, carries -0.321; number 15, O, carries -0.316; number 16, C, carries -0.299; number 17, F, carries 0.071; number 18, F, carries 0.050; number 19, C, carries -0.352; number 20, F, carries 0.120; number 21, F, carries 0.112; number 22, F, carries 0.078; number 23, H, carries 0.069; number 24, H, carries 0.060; number 25, H, carries 0.123; number 26, H, carries 0.104; number 27, H, carries 0.159; number 28, H, carries 0.146; number 29, H, carries 0.168; number 30, H, carries 0.163; number 31, C, carries -0.063; number 32, C, carries -0.502; number 33, C, carries -0.068; number 34, O, carries -0.054; number 35, H, carries 0.072; number 36, H, carries 0.081; number 37, H, carries 0.077; number 38, H, carries 0.137; number 39, H, carries 0.080; number 40, H, carries 0.078; number 41, H, carries 0.077; number 42, H, carries 0.084; number 43, C, carries -0.063; number 44, C, carries -0.505; number 45, C, carries -0.069; number 46, O, carries -0.062; number 47, H, carries 0.082; number 48, H, carries 0.082; number 49, H, carries 0.082; number 50, H, carries 0.128; number 51, H, carries 0.082; number 52, H, carries 0.071; number 53, H, carries 0.083; number 54, H, carries 0.087; number 55, C, carries -0.061; number 56, C, carries -0.487; number 57, C, carries -0.068; number 58, O, carries -0.064; number 59, H, carries 0.083; number 60, H, carries 0.080; number 61, H, carries 0.080; number 62, H, carries 0.140; number 63, H, carries 0.084; number 64, H, carries 0.073; number 65, H, carries 0.073; number 66, H, carries 0.060; number 67, C, carries -0.061; number 68, C, carries -0.488; number 69, C, carries -0.060; number 70, O, carries -0.087; number 71, H, carries 0.084; number 72, H, carries 0.081; number 73, H, carries 0.083; number 74, H, carries 0.141; number 75, H, carries 0.084; number 76, H, carries 0.076; number 77, H, carries 0.083; number 78, H, carries 0.104; number 79, C, carries -0.074; number 80, C, carries -0.496; number 81, C, carries -0.067; number 82, O, carries -0.058; number 83, H, carries 0.081; number 84, H, carries 0.068; number 85, H, carries 0.082; number 86, H, carries 0.139; number 87, H, carries 0.081; number 88, H, carries 0.079; number 89, H, carries 0.079; number 90, H, carries 0.084; number 91, C, carries -0.066; number 92, C, carries -0.501; number 93, C, carries -0.067; number 94, O, carries -0.054; number 95, H, carries 0.076; number 96, H, carries 0.080; number 97, H, carries 0.077; number 98, H, carries 0.137; number 99, H, carries 0.077

---

A cluster of 2 separate species, C3H8O2 in total, computed with wB97M-V/def2-TZVPD.

Calculated values
Structure (SMILES) = CCC=O.O
DFT total energy = -7335.2461 eV
HOMO level = -10.14 eV
ΔE to the lowest compared entry with this formula, charge and spin = 0.8045 eV
Net charge = 0

CARTESIAN COORDINATES (ANGSTROEM)
C: -1.597 0.671 0.707
C: -0.226 -0.986 -0.405
O: 0.152 -1.102 -1.551
C: -0.138 0.262 0.419
O: 2.619 -0.301 -0.576
H: -1.724 1.751 0.622
H: -1.914 0.356 1.704
H: -2.293 0.214 -0.009
H: -0.766 -1.821 0.083
H: 1.931 -0.525 -1.224
H: 0.425 1.018 -0.132
H: 0.419 0.061 1.341
H: 3.073 0.457 -0.960

Just the Löwdin charges please, in e? Sure, here they are: number 1, C, carries -0.094; number 2, C, carries -0.280; number 3, O, carries 0.030; number 4, C, carries -0.216; number 5, O, carries -0.067; number 6, H, carries 0.073; number 7, H, carries 0.074; number 8, H, carries 0.076; number 9, H, carries 0.135; number 10, H, carries 0.000; number 11, H, carries 0.106; number 12, H, carries 0.120; number 13, H, carries 0.043